Entry 1:
# C56H54HfN7O2P2

A structure of composition C56H54HfN7O2P2 at a distorted geometry (the ωB97M-V functional and the def2-TZVPD basis, OMol25).

LUMO: -7.63 eV
Net charge: +3
E_HOMO: -14.255 eV
Frontier orbital gap: 6.6 eV

Structure (XYZ):
```
122
Properties=species:S:1:pos:R:3:mulliken_charge:R:1
Hf 0.02450 0.01040 0.19030 -0.705
C 2.98670 -2.57800 6.11420 -1.570
C 2.05600 -2.16540 5.02570 0.337
C 0.70830 -1.91180 5.27810 -1.434
C -0.13450 -1.44080 4.29510 -0.846
C 0.29650 -1.22290 2.97610 0.807
N -0.53710 -0.70410 1.98140 1.511
C -1.76630 -0.13000 2.41830 -1.588
C -2.83780 -0.92640 2.84420 0.436
C -4.03050 -0.36800 3.26110 -0.909
C -4.21440 1.01480 3.26510 0.262
C -5.53290 1.60340 3.63210 -1.748
C -3.14400 1.81820 2.88930 -0.500
C -1.93190 1.26830 2.47500 0.582
N -0.85460 2.13380 2.17430 0.584
C -0.56230 3.29300 2.78270 0.113
C 0.56040 3.81920 2.17130 -1.873
C 0.89910 2.90500 1.18640 -0.177
N 0.03710 1.87610 1.19310 0.021
C 1.64040 -1.54580 2.71070 0.697
C 2.49580 -1.97710 3.72730 -0.525
N 2.21930 -1.39410 1.42570 0.491
C 3.17920 -2.19500 0.94070 -0.238
C 3.75390 -1.55990 -0.14490 -1.307
C 3.07330 -0.35580 -0.25700 -0.446
N 2.13270 -0.25500 0.69920 -0.373
H 2.43400 -2.86140 7.00320 0.396
H 3.64220 -1.75160 6.38380 0.330
H 3.61830 -3.40550 5.80330 0.384
H 0.31900 -2.06530 6.27280 0.419
H -1.15500 -1.21510 4.55540 0.566
H -2.71560 -2.00020 2.84360 0.715
H -4.83440 -1.01120 3.58710 0.520
H -6.00120 1.03880 4.43460 0.504
H -6.20380 1.56520 2.77160 0.296
H -5.44250 2.64300 3.93380 0.405
H -3.25760 2.89070 2.92120 0.296
H -1.12630 3.67260 3.61000 0.590
H 1.04840 4.74310 2.40540 0.504
H 1.71750 2.94050 0.48960 0.478
H 3.53940 -2.12880 3.49760 0.670
H 3.39730 -3.14320 1.39220 0.628
H 4.56590 -1.90750 -0.74810 0.643
H 3.26250 0.45410 -0.93960 0.596
O 1.02430 0.55920 -2.00180 -1.063
H 1.20900 1.32310 -2.57610 0.385
H 1.05550 -0.22290 -2.58400 -0.129
C -3.40610 1.98150 -0.96000 -1.835
P -1.78770 1.23950 -1.41970 1.780
C -1.49680 1.98850 -3.06070 2.202
C -0.38110 2.78700 -3.31440 -1.244
C -0.18620 3.32610 -4.57550 -1.539
C -1.09780 3.07290 -5.58770 -0.771
C -2.22520 2.31050 -5.33060 -1.140
C -2.43380 1.78220 -4.06980 -0.727
C -2.28690 -0.51150 -1.76190 0.534
C -2.57860 -1.24690 -0.60160 -0.033
C -2.85690 -2.60200 -0.66820 -0.676
C -2.85870 -3.24630 -1.89910 -1.171
C -2.60000 -2.52480 -3.04970 -0.376
C -2.29700 -1.16960 -2.98580 -1.376
P -3.12670 3.54710 0.07040 0.816
C -2.21800 4.59460 -1.13640 0.786
C -2.68250 4.84100 -2.42540 -0.617
C -2.05760 5.78210 -3.22120 -0.852
C -0.98460 6.51160 -2.73050 -0.730
C -0.52680 6.28440 -1.44410 -0.754
C -1.13620 5.32400 -0.65430 -0.592
C -4.75730 4.33370 -0.21880 0.549
C -5.92580 3.61660 -0.44970 -0.457
C -7.10300 4.29030 -0.72940 -0.710
C -7.13030 5.67440 -0.75170 -0.635
C -5.97620 6.39250 -0.48150 -0.689
C -4.79710 5.72680 -0.21070 -0.390
H -3.94950 1.27850 -0.32060 1.012
H -3.99280 2.18570 -1.86050 1.282
H 0.29950 3.04760 -2.50940 0.775
H 0.67270 3.95110 -4.76930 0.554
H -0.94230 3.48790 -6.57050 0.551
H -2.94490 2.12550 -6.11180 0.531
H -3.32940 1.21350 -3.86740 0.622
H -2.68530 -0.71850 0.34580 -0.261
H -3.08390 -3.15980 0.22830 0.592
H -3.07290 -4.30220 -1.96260 0.542
H -2.63150 -3.01600 -4.01180 0.486
H -2.07390 -0.63620 -3.89790 0.530
H -3.55100 4.31910 -2.80220 0.451
H -2.42880 5.97020 -4.21640 0.529
H -0.51890 7.26770 -3.34160 0.466
H 0.28350 6.87700 -1.05040 0.500
H -0.79280 5.16090 0.35850 0.461
H -5.93300 2.53550 -0.41580 0.418
H -8.00140 3.73000 -0.93990 0.442
H -8.05030 6.19200 -0.97030 0.422
H -5.99220 7.47050 -0.49350 0.448
H -3.89550 6.28790 -0.00770 0.416
C 1.68480 -5.92600 -2.36100 -0.958
N 1.13190 -4.92160 -1.49440 -0.243
N 1.12720 -3.59170 -1.81180 1.252
C 0.47570 -2.90950 -0.82560 0.094
O 0.29570 -1.62940 -0.89030 1.788
C 0.09780 -3.84460 0.13830 -0.670
C 0.50650 -5.09020 -0.31950 0.206
C 0.28010 -6.41330 0.29970 -1.974
C 1.68100 -3.04090 -2.99870 -0.146
C 0.88490 -2.22190 -3.79590 -0.660
C 1.40540 -1.68820 -4.96550 -0.768
C 2.70930 -1.96570 -5.34380 -0.812
C 3.50030 -2.76960 -4.53810 -0.940
C 2.99820 -3.30030 -3.36000 0.111
H 1.46020 -5.69070 -3.40140 0.360
H 1.23880 -6.88580 -2.11470 0.434
H 2.76500 -6.02140 -2.23580 0.316
H -0.41940 -3.63020 1.05130 0.600
H -0.07720 -6.29400 1.31810 0.470
H 1.18500 -7.01550 0.31440 0.431
H -0.47410 -6.96520 -0.26100 0.385
H -0.14450 -2.04830 -3.51620 0.795
H 0.78110 -1.07670 -5.59810 0.572
H 3.10670 -1.56200 -6.26130 0.479
H 4.51360 -2.99180 -4.82890 0.470
H 3.63260 -3.90820 -2.73490 0.550
```

***

Entry 2:
# C56H55BiCl3F4N6O2P2

A structure of composition C56H55BiCl3F4N6O2P2 (the ωB97M-V functional and the def2-TZVPD basis, OMol25).

LUMO: 2.27 eV
Net charge: -1
E_HOMO: -4.177 eV
Frontier orbital gap: 6.4 eV

Structure (XYZ):
```
129
Properties=species:S:1:pos:R:3:mulliken_charge:R:1
Bi 0.55656 -0.23570 -1.02116 0.529
C 4.33867 0.64218 1.36788 -1.084
N 3.26308 -0.20519 1.85878 1.332
C 3.50688 -0.56665 3.23966 -1.343
C 2.97929 -1.40324 1.04660 0.304
C 3.49745 -1.39330 -0.38798 -2.232
N 2.87253 -0.34087 -1.18945 0.160
C 3.57896 0.17252 -2.22859 1.069
C 3.28083 1.45922 -2.70591 -1.045
F 2.25857 2.09590 -2.12249 0.198
C 3.97952 2.08872 -3.70483 0.031
F 3.60906 3.32350 -4.08593 -0.345
C 5.06995 1.49000 -4.31065 -0.738
C 5.38843 0.22253 -3.87304 0.013
F 6.43775 -0.41508 -4.43330 -0.361
C 4.67051 -0.43055 -2.89125 0.748
F 5.04433 -1.69732 -2.59398 -0.390
H 5.30697 0.11766 1.29669 0.287
H 4.46475 1.47177 2.06539 0.453
H 4.08331 1.05265 0.39313 -0.136
H 4.46965 -1.09147 3.37696 0.308
H 2.71180 -1.21777 3.60469 0.308
H 3.51615 0.33110 3.86277 0.348
H 1.89553 -1.55945 1.02741 -0.388
H 3.42042 -2.29028 1.52519 0.239
H 3.31673 -2.38982 -0.79298 0.558
H 4.57857 -1.24108 -0.36716 0.566
H 5.63401 1.97434 -5.09266 0.516
C -0.37238 1.98873 4.28327 -1.365
C -1.66246 1.36097 3.74733 -1.459
P -1.34766 -0.18805 2.75225 1.520
C -3.11593 -0.45953 2.32280 0.438
C -3.60780 0.39188 1.32978 0.080
C -4.92114 0.29993 0.89664 -0.506
C -5.76089 -0.66643 1.43392 -0.780
C -5.27370 -1.53713 2.39783 -0.756
C -3.96142 -1.43452 2.84220 -0.771
C -1.03485 -1.33429 4.16552 0.348
C -1.80491 -1.43095 5.32260 -0.374
C -1.49036 -2.35909 6.30617 -0.748
C -0.38894 -3.19086 6.15843 -0.601
C 0.40778 -3.08076 5.02731 -1.233
C 0.08075 -2.16171 4.04102 -0.425
C 0.75312 2.13624 3.24095 -0.762
P 0.13917 2.60660 1.54874 1.072
C -0.81894 4.13789 1.98068 0.308
C -2.01668 4.37323 1.31462 -0.154
C -2.74567 5.53349 1.54781 -0.493
C -2.28762 6.46761 2.46286 -0.551
C -1.09354 6.24001 3.13754 -0.696
C -0.36126 5.09002 2.89008 -0.762
C 1.54026 3.59967 0.87181 1.281
C 2.78673 3.78229 1.45819 -0.495
C 3.73623 4.59744 0.85292 -0.569
C 3.44904 5.23952 -0.34119 -0.713
C 2.20413 5.06607 -0.93232 -0.502
C 1.26194 4.24994 -0.33193 -0.817
H -0.00227 1.38590 5.11803 0.504
H -0.61294 2.98084 4.67396 0.439
H -2.15179 2.06889 3.07289 0.617
H -2.35982 1.16720 4.56368 0.812
H -2.94092 1.12448 0.88202 -0.327
H -5.28121 0.97599 0.13094 0.403
H -6.78670 -0.74492 1.09544 0.375
H -5.92104 -2.30265 2.81018 0.406
H -3.59265 -2.12813 3.58640 0.445
H -2.66295 -0.78465 5.46319 0.364
H -2.10660 -2.43228 7.19450 0.404
H -0.15561 -3.92321 6.92160 0.388
H 1.27878 -3.71450 4.91135 0.462
H 0.67527 -2.08687 3.13783 0.791
H 1.26642 1.17959 3.09534 -0.213
H 1.48390 2.85347 3.61622 0.801
H -2.37544 3.64460 0.59979 0.164
H -3.67198 5.70275 1.01209 0.460
H -2.85177 7.37331 2.64836 0.362
H -0.73002 6.96674 3.85448 0.417
H 0.58390 4.93935 3.39955 0.379
H 3.03454 3.28943 2.38919 0.196
H 4.70684 4.72490 1.31810 0.396
H 4.19657 5.86303 -0.81605 0.373
H 1.98207 5.54080 -1.87956 0.412
H 0.30647 4.07820 -0.81827 0.223
Cl -3.73028 2.09160 -7.04151 -0.275
C -2.78355 1.94680 -5.58657 0.261
C -1.44341 1.62647 -5.66966 -0.854
C -0.68310 1.50842 -4.51852 0.586
Cl 1.00205 1.20468 -4.73367 -0.165
C -1.21533 1.69117 -3.21395 -2.053
O -0.58272 1.59417 -2.08376 1.267
C -2.58975 2.05571 -3.22292 0.932
Cl -3.34178 2.38331 -1.69222 -0.284
C -3.36621 2.18231 -4.35766 -0.720
H -0.96973 1.48126 -6.63020 0.490
H -4.40793 2.45791 -4.27673 0.462
C 1.07154 -2.62044 -5.15005 -1.558
C -0.24723 -2.81980 -4.44136 1.321
C -1.15588 -3.73549 -4.94701 -0.612
C -2.40124 -3.92458 -4.36207 -1.043
C -2.75600 -3.11569 -3.29331 -0.368
C -1.87843 -2.18602 -2.75176 0.526
C -2.34436 -1.32582 -1.61180 -0.616
C -0.55132 -2.06676 -3.26472 0.403
N 0.45311 -1.36856 -2.66647 -0.050
H 1.57307 -3.57206 -5.35264 0.307
H 1.72748 -1.98389 -4.55945 0.047
H 0.90725 -2.12695 -6.11129 0.389
H -0.88028 -4.31399 -5.82450 0.438
H -3.08602 -4.66963 -4.74866 0.380
H -3.75093 -3.20750 -2.86656 0.408
H -3.40597 -1.48067 -1.41938 0.897
H -2.19834 -0.26506 -1.83263 -0.429
H -1.81008 -1.54041 -0.67674 -0.596
C -2.68979 -4.90523 0.86542 -0.879
N -1.44855 -4.72522 0.13109 0.291
C -1.05337 -5.59857 -0.81931 -0.127
C 0.06704 -5.39060 -1.53720 -1.307
C 0.77334 -4.17267 -1.30264 0.878
N 0.41436 -3.32415 -0.33649 0.519
C -0.69205 -3.56426 0.40225 -0.642
O -1.09401 -2.82455 1.29427 -0.088
N 1.83103 -3.82145 -2.06034 0.042
H -3.00896 -5.94284 0.78918 0.385
H -3.46538 -4.24664 0.47121 0.262
H -2.52449 -4.64157 1.90704 0.203
H -1.69655 -6.45370 -0.98017 0.351
H 0.37094 -6.06819 -2.31998 0.344
H 1.71889 -2.80818 -2.33107 -0.521
H 2.00860 -4.43744 -2.83843 0.322
```

***

What molar mass values result from the calculations? In sequence: 1097.53, 1297.37 g/mol.